No. 1
Formula: C2H3N3OS
Source: the Open Molecules 2025 dataset
Level of theory: ωB97M-V with the def2-TZVPD basis set

## Properties
**Charge**: 0
**Energy**: -715.5188 Ha
**ΔE to the lowest compared entry with this formula, charge and spin**: 4.8285 eV
**2S+1**: 1
**E_HOMO**: -0.3085 hartree

Last column: Löwdin charge in e.
CARTESIAN COORDINATES (ANGSTROEM)
C -1.0618 -1.1808 -0.4653  -0.380
C 0.2965 0.3173 1.1410  -0.278
N -1.7422 -0.1557 -0.4196  -0.209
N -2.2053 0.8375 -0.1711  0.244
N 1.0835 1.1726 0.6282  0.011
O 1.4931 -0.8179 -0.6918  -0.594
S 0.5421 -1.3591 0.2720  0.894
H -1.2520 -1.8562 -1.2958  0.089
H 0.9778 2.1606 0.9567  0.136
H 1.8682 0.8818 0.0457  0.087



No. 2
Formula: C24H36NO2
Source: the Open Molecules 2025 dataset
Level of theory: ωB97M-V with the def2-TZVPD basis set

## Properties
**Charge**: 0
**Energy**: -1141.2536 Ha
**2S+1**: 2
**E_HOMO (spin up / spin down)**: -0.2907 / -0.3420 hartree

Last column: Löwdin spin population.
CARTESIAN COORDINATES (ANGSTROEM)
C 0.5789 -2.3934 2.6353  0.000
C 2.0285 -2.2306 2.2204  0.000
O 2.2201 -2.8792 0.9727  0.000
C 3.4564 -2.5761 0.3629  0.000
C 3.5136 -1.2520 -0.4600  0.001
C 4.4466 -0.2283 0.1852  0.001
C 4.5219 1.1185 -0.5478  0.024
C 5.3767 0.9883 -1.8116  0.012
C 5.1421 2.1628 0.3775  0.010
N 3.1680 1.5693 -1.0007  0.398
O 3.0364 2.8236 -1.1883  0.496
C 1.9493 0.8468 -0.5688  0.026
C 1.6379 1.2111 0.8885  0.021
C 0.7872 1.3091 -1.4397  0.001
C 2.1336 -0.6611 -0.8072  0.002
H 0.4834 -2.3556 3.7211  0.000
H -0.0537 -1.6087 2.2163  0.000
H 0.2051 -3.3544 2.2816  0.000
H 2.7033 -2.6737 2.9649  0.000
H 2.2830 -1.1704 2.1354  0.000
H 4.2446 -2.5558 1.1296  0.000
H 3.6703 -3.4215 -0.2931  0.000
H 3.9827 -1.5254 -1.4088  0.000
H 5.4601 -0.6422 0.1778  0.000
H 4.1980 -0.0847 1.2391  0.000
H 6.3505 0.5557 -1.5769  0.001
H 4.8741 0.3652 -2.5533  0.001
H 5.5135 1.9729 -2.2603  0.000
H 4.6096 2.2222 1.3283  0.000
H 5.1558 3.1429 -0.0924  0.000
H 6.1704 1.8608 0.5918  0.001
H 1.3357 2.2592 0.9388  0.002
H 2.4930 1.0906 1.5487  0.000
H 0.8091 0.5992 1.2506  0.002
H 1.0628 1.2482 -2.4934  0.000
H 0.5019 2.3339 -1.2118  -0.001
H -0.0637 0.6446 -1.2722  0.000
H 1.9497 -0.8376 -1.8696  0.001
H 1.3386 -1.1797 -0.2703  0.000
C -1.9448 1.5672 2.4983  0.000
C -2.3947 1.5975 1.1853  0.000
C -3.3899 0.7217 0.7742  0.000
C -3.9371 -0.1802 1.6763  0.000
C -3.4862 -0.2110 2.9889  0.000
C -2.4869 0.6609 3.3995  0.000
H -1.1607 2.2430 2.8166  0.000
H -1.9665 2.3006 0.4818  0.000
H -3.7439 0.7420 -0.2491  0.000
H -4.7176 -0.8583 1.3540  0.000
H -3.9124 -0.9157 3.6916  0.000
H -2.1286 0.6323 4.4207  0.000
C -6.4704 0.5002 -3.6321  0.000
C -7.6817 0.1434 -3.0559  0.000
C -7.7122 -0.7733 -2.0142  0.000
C -6.5307 -1.3327 -1.5477  0.000
C -5.3195 -0.9759 -2.1241  0.000
C -5.2888 -0.0597 -3.1664  0.000
H -6.4472 1.2153 -4.4443  0.000
H -8.6029 0.5810 -3.4184  0.000
H -8.6572 -1.0521 -1.5659  0.000
H -6.5542 -2.0476 -0.7348  0.000
H -4.3974 -1.4112 -1.7586  0.000
H -4.3437 0.2180 -3.6157  0.000



No. 3
Formula: C4H8O2
Source: the Open Molecules 2025 dataset
Level of theory: ωB97M-V with the def2-TZVPD basis set

## Properties
**SMILES string**: COC[C@H]1CO1
**Charge**: 0
**Energy**: -307.5409 Ha
**ΔE to the lowest compared entry with this formula, charge and spin**: 4.6668 eV
**2S+1**: 1
**E_HOMO**: -0.3323 hartree

Last column: Löwdin charge in e.
CARTESIAN COORDINATES (ANGSTROEM)
C -2.3179 0.3502 -0.1569  -0.118
O -1.1259 -0.3516 -0.3940  -0.181
C -0.1537 -0.1165 0.5862  -0.213
C 1.0837 -0.9012 0.2165  -0.225
C 2.2900 -0.0193 -0.2704  -0.148
O 2.2000 -0.5694 1.0000  -0.022
H -2.8093 0.0132 0.7707  0.091
H -2.1410 1.4358 -0.0839  0.090
H -2.9798 0.1521 -1.0037  0.090
H -0.5281 -0.3793 1.5963  0.137
H 0.1235 0.9546 0.6347  0.126
H 1.2950 -1.2456 -0.8034  0.140
H 2.0185 0.9986 -0.5023  0.110
H 3.1208 -0.4567 -0.8449  0.124



No. 4
Formula: C5H7ClFN
Source: the Open Molecules 2025 dataset
Level of theory: ωB97M-V with the def2-TZVPD basis set

## Properties
**SMILES string**: C=C(CN)/C(Cl)=C\F
**Charge**: 0
**Energy**: -809.4257 Ha
**ΔE to the lowest compared entry with this formula, charge and spin**: 2.7037 eV
**2S+1**: 1
**E_HOMO**: -0.3231 hartree

Last column: Löwdin charge in e.
CARTESIAN COORDINATES (ANGSTROEM)
C 0.5461 1.4569 0.8264  0.073
C 0.0056 0.5204 0.0870  -0.347
C 0.0062 0.4025 -1.4108  -0.323
N 0.7760 -0.8655 -1.5813  -0.037
C -0.9584 -0.5050 0.7424  -0.714
Cl -2.3744 -0.7718 -0.0324  0.787
C -0.6171 -1.2212 1.8195  -0.232
F 0.4397 -0.9425 2.5089  0.043
H 1.0673 2.1916 0.2863  0.049
H 0.6031 1.4608 1.9042  0.077
H 0.4975 1.3651 -1.8582  0.133
H -1.0269 0.3719 -1.7975  0.071
H 1.8324 -0.4644 -1.3968  0.144
H 0.6085 -1.2149 -2.6252  0.114
H -1.4055 -1.7837 2.5274  0.162



No. 5
Formula: C18H31BrF10N3O7P2S
Source: the Open Molecules 2025 dataset
Level of theory: ωB97M-V with the def2-TZVPD basis set

## Properties
**Charge**: +1
**Energy**: -6048.6661 Ha
**ΔE to the lowest compared entry with this formula, charge and spin**: 0.0000 eV
**2S+1**: 1
**E_HOMO**: -0.4263 hartree

Last column: Löwdin charge in e.
CARTESIAN COORDINATES (ANGSTROEM)
C -2.9133 1.6560 3.3780  -0.053
C -4.0323 1.1540 2.4638  -0.189
O -3.7982 -0.2315 2.1380  -0.023
C -3.9829 -0.5851 0.8430  -0.485
O -4.9174 -0.2229 0.1734  0.139
C -2.8633 -1.4602 0.3097  -0.062
C -1.4935 -0.9804 0.8343  -0.157
C -0.4120 -1.5972 -0.0354  -0.145
N 1.0045 -0.9877 -0.1759  0.012
C 1.7210 -2.1354 -0.9124  -0.414
F 1.1213 -2.2515 -2.0803  0.152
F 2.9578 -1.7474 -1.1336  0.147
C 1.7958 -3.6296 -0.3156  -0.347
F 1.3314 -3.7513 0.9313  0.138
F 3.0678 -3.9604 -0.3164  0.189
C 1.1212 -4.7639 -1.1870  -0.350
F 1.3908 -5.8654 -0.4620  0.172
F 1.7447 -4.8744 -2.3500  0.198
C -0.4247 -4.8420 -1.3890  -0.543
F -1.0379 -4.7819 -0.2007  0.178
F -0.6964 -6.0086 -1.9526  0.212
F -0.9031 -3.8805 -2.1779  0.178
C 1.4792 -0.8095 1.2889  -0.173
S 3.2507 -1.0649 1.8032  0.647
O 3.3942 -0.3286 3.0014  -0.212
O 3.4720 -2.4618 1.7623  -0.205
F 4.1117 -0.4237 0.7062  -0.164
C 0.8720 0.4332 1.9647  -0.184
N 0.3327 1.4671 1.0821  -0.024
C 1.0537 1.6265 -0.1250  -0.823
O 0.6264 2.6929 -0.8686  -0.098
Br 2.9260 2.3223 0.5624  0.763
C 1.0446 0.3948 -1.0520  -0.378
P 2.3704 0.8571 -2.4248  0.889
N 3.9240 0.5725 -1.8367  -0.202
O 2.1556 -0.4108 -3.4510  -0.298
P -0.6008 0.4608 -2.1888  1.052
C -1.8613 1.4819 -1.3199  -0.239
C -0.2674 1.5170 -3.6491  -0.450
C -1.6355 1.7352 -4.3497  -0.146
H -2.3912 2.5076 2.9374  0.068
H -2.1921 0.8589 3.5650  0.068
H -3.3083 1.9801 4.3401  0.078
H -4.0801 1.7377 1.5430  0.120
H -5.0032 1.2612 2.9459  0.126
H -2.9096 -1.3536 -0.7754  0.119
H -3.0388 -2.5076 0.5652  0.140
H -1.4297 -1.3471 1.8615  0.128
H -1.5055 0.0994 0.9065  0.082
H -0.2606 -2.5826 0.3920  0.113
H -0.7912 -1.8154 -1.0241  0.067
H 1.0435 -1.6675 1.7976  0.130
H 1.5835 0.8817 2.6545  0.091
H 0.0483 0.0834 2.5883  0.115
H 0.4465 2.3452 1.5980  0.077
H 0.6319 3.4811 -0.3079  0.118
H 4.5335 1.3268 -2.1334  0.049
H 4.3286 -0.3093 -2.1333  0.052
H 2.4490 -0.1435 -4.3319  0.077
H -2.7818 0.9063 -1.2348  0.035
H -2.0943 2.3768 -1.8960  0.051
H -1.5670 1.8148 -0.3303  0.026
H 0.3641 0.9852 -4.3541  0.047
H 0.1861 2.4728 -3.3921  0.066
H -1.5274 1.6122 -5.4251  0.077
H -2.3660 0.9780 -4.0423  0.063
H -2.0675 2.7027 -4.1070  0.072
C 1.3441 4.8397 3.3494  -0.113
O 1.0124 3.4739 3.0798  -0.181
H 1.8164 5.2340 2.4533  0.079
H 0.4529 5.4283 3.5725  0.085
H 2.0456 4.9142 4.1806  0.088
H 0.5981 3.1098 3.8691  0.090